Density functional theory data (ωB97M-V/def2-TZVPD) for C4H13N3O as an isolated structure.

Atoms and positions in Å:
O (1.94, -0.35, -1.65)
N (-0.05, 2.16, -0.18)
N (0.05, -0.52, 0.89)
N (1.58, 0.62, -0.64)
C (-0.25, -1.89, 0.51)
C (-0.57, -0.16, 2.14)
C (0.26, 0.97, -0.76)
C (-0.67, 0.45, -1.80)
H (-1.67, -0.31, 2.11)
H (0.65, 2.53, 0.45)
H (2.79, -0.02, -1.95)
H (-0.57, 1.05, -2.71)
H (-1.33, -2.03, 0.33)
H (-1.01, 2.28, 0.13)
H (-0.47, -0.59, -2.04)
H (-0.20, -0.76, 2.99)
H (-0.39, 0.89, 2.37)
H (0.05, -2.62, 1.27)
H (-1.70, 0.52, -1.44)
H (0.29, -2.13, -0.41)
H (1.25, -0.07, 0.41)

* relative energy (zero: lowest compared OMol25 entry of this formula, charge and spin): 113.5 kcal/mol
* LUMO level: 0.93 eV
* HOMO-LUMO gap: 8.511 eV
* F_max: 1.6 eV/A

Löwdin atomic charge list, values in e, 5 entries: -0.094 0.143 -0.262 -0.071 -0.171